Record 1
{
  "formula": "C16H25BClCs2KNNaO15P",
  "method": "ωB97M-V/def2-TZVPD",
  "charge": 1,
  "elements": ["C", "O", "B", "O", "C", "C", "C", "C", "N", "C", "H", "H", "H", "H", "H", "H", "H", "H", "H", "O", "P", "O", "O", "O", "O", "H", "H", "C", "C", "C", "O", "C", "C", "C", "O", "O", "O", "H", "H", "H", "H", "Na", "K", "Cs", "O", "H", "H", "C", "C", "O", "C", "O", "O", "C", "H", "H", "H", "H", "H", "H", "H", "H", "Cl", "Cs"],
  "xyz": [[1.02820, 0.77341, -1.61024], [2.47354, 0.75072, -1.27261], [3.00455, 2.14663, -1.31002], [3.22726, 2.72282, -2.64505], [3.23077, 2.89673, 0.13010], [4.66385, 2.72757, 0.87254], [4.80955, 3.43791, 2.27078], [3.56573, 4.25368, 2.83985], [2.26594, 4.35982, 2.09513], [2.03480, 3.74338, 0.78794], [0.38241, 1.27565, -0.76641], [0.64739, -0.30043, -1.68210], [0.85177, 1.30118, -2.64051], [3.94656, 3.40166, -2.65119], [5.55526, 2.09786, 0.45642], [5.79151, 3.33283, 2.82540], [3.63109, 4.75661, 3.87575], [1.47768, 4.88177, 2.52779], [1.00760, 3.80825, 0.22473], [0.81711, -0.90370, 1.30993], [2.19046, -1.44166, 1.74228], [2.95237, -1.94929, 0.50972], [2.00736, -2.57775, 2.75671], [2.99092, -0.31533, 2.40894], [-1.68364, 1.47405, -2.02891], [-2.39544, 2.01995, -2.38966], [-2.13918, 0.84827, -1.45224], [1.11971, -5.66305, 0.68802], [0.57433, -4.52495, 0.23349], [-0.09528, -4.46123, -1.09800], [-0.60061, -3.41967, -1.47913], [-0.11497, -5.68161, -1.91284], [0.43208, -6.81448, -1.45992], [1.07791, -6.88275, -0.11446], [1.54670, -7.93983, 0.26489], [0.42233, -7.94306, -2.20022], [0.60875, -3.39722, 0.96189], [1.60560, -5.72130, 1.65265], [-0.58572, -5.61909, -2.88509], [0.87592, -8.61692, -1.65252], [0.15349, -2.71675, 0.42473], [-2.34229, -5.82263, -2.56134], [0.80931, 3.05821, -2.24169], [5.51486, 1.12939, -1.94504], [8.47773, 0.22550, 2.58083], [8.78726, 1.03130, 3.01033], [7.55345, 0.15759, 2.85008], [-8.51890, 2.10229, -0.21181], [-7.69458, 1.79837, -1.44854], [-6.33309, 2.20861, -1.28432], [-5.58522, 1.43104, -0.48411], [-5.95788, 0.42958, 0.08631], [-4.35747, 1.97301, -0.41255], [-3.47517, 1.28840, 0.51234], [-8.44130, 3.16045, 0.04882], [-9.56909, 1.85374, -0.37864], [-8.16744, 1.53525, 0.65207], [-8.09033, 2.36569, -2.29365], [-7.74446, 0.73980, -1.71778], [-3.41467, 0.21722, 0.27087], [-3.82382, 1.43176, 1.53472], [-2.48597, 1.71300, 0.42646], [-3.02656, 3.65710, 0.23852], [2.52999, 2.19460, 4.15954]],
  "forces_ev_per_a": [[-0.8, -2.1, 0.0], [-0.3, 4.0, -1.2], [-1.1, -1.6, 1.5], [1.1, -0.5, 1.8], [-1.4, 2.4, 2.4], [-1.6, 1.4, 1.8], [-4.8, 1.4, -1.9], [4.5, -1.2, -2.5], [0.3, -0.7, -0.7], [4.6, -2.8, -1.9], [1.4, -1.0, -1.4], [0.9, 1.5, 0.2], [0.5, -3.8, 1.8], [-1.3, -0.2, 0.2], [-2.1, 1.4, 1.3], [-1.6, 0.4, -0.5], [-0.2, -0.6, -2.2], [1.1, -0.6, -0.7], [2.1, 0.2, 1.9], [0.0, 0.0, -0.2], [0.3, 0.0, -0.7], [0.0, 0.5, 0.0], [0.3, 0.8, 0.6], [0.4, 0.4, 0.6], [0.2, -0.1, -0.7], [-0.1, 0.1, 0.5], [0.0, 0.2, 0.1], [0.0, -0.9, -0.4], [0.4, 1.4, 1.4], [0.2, 0.2, -0.2], [-0.2, -0.3, -0.1], [-0.1, 0.4, 0.3], [-0.2, -1.3, -1.4], [0.6, 0.7, 1.6], [-0.3, -0.3, -0.7], [0.1, 0.9, 1.1], [-1.5, -2.5, -2.3], [0.0, 0.1, 0.0], [1.5, 0.2, -0.4], [0.0, -0.1, 0.0], [0.3, 0.6, 0.6], [-1.6, 0.0, 0.2], [-2.4, 5.2, -0.2], [1.3, -1.4, -0.1], [-0.2, 0.3, 0.0], [0.1, -0.1, 0.0], [0.1, -0.2, 0.0], [0.1, 0.0, 0.3], [-0.5, -0.1, 0.1], [0.2, -0.2, -0.1], [0.6, 0.0, 0.2], [-0.2, 0.2, -0.2], [-2.0, -3.2, -0.8], [-0.2, -1.8, 0.1], [-0.1, 0.0, -0.1], [0.0, 0.0, -0.1], [0.0, -0.1, -0.2], [0.3, 0.1, 0.0], [0.1, 0.0, 0.2], [-0.6, -0.1, 0.0], [0.0, -0.2, -0.1], [-0.2, -0.3, 0.0], [2.9, 5.6, 0.5], [-1.1, -2.6, 0.8]]
}



Record 2
{
  "formula": "C17H10F4N2O3",
  "method": "ωB97M-V/def2-TZVPD",
  "elements": ["F", "C", "C", "C", "F", "C", "C", "C", "C", "C", "C", "F", "C", "C", "F", "C", "C", "H", "H", "H", "H", "H", "H", "H", "C", "C", "O", "N", "C", "O", "N", "C", "O", "H", "H", "H"],
  "xyz": [[-2.23396, -3.13760, 2.71225], [-1.05909, -2.93859, 2.07423], [0.10531, -3.48974, 2.57403], [1.30565, -3.29261, 1.91811], [2.43566, -3.86011, 2.39393], [1.34244, -2.53371, 0.77192], [0.18016, -1.94844, 0.22972], [0.32360, -1.18685, -0.95966], [-0.60191, -0.50868, -1.79556], [-0.09794, 0.10887, -2.95838], [-0.91481, 0.78838, -3.83133], [-0.39907, 1.35204, -4.94587], [-2.26958, 0.88129, -3.57356], [-2.80636, 0.28717, -2.44723], [-4.13199, 0.37569, -2.19756], [-1.98957, -0.39538, -1.57689], [-1.02297, -2.18547, 0.92452], [0.07673, -4.06788, 3.47909], [2.28938, -2.41097, 0.27855], [1.34417, -1.11635, -1.30358], [0.94847, 0.04275, -3.19444], [-2.90763, 1.42314, -4.24702], [-2.46985, -0.83424, -0.73131], [-1.95987, -1.80306, 0.58638], [0.11590, 1.69999, 1.15869], [1.04163, 1.44704, 2.19083], [0.90403, 0.48354, 2.93868], [2.11302, 2.31748, 2.32139], [2.31185, 3.39678, 1.48977], [3.26332, 4.13744, 1.63716], [1.39238, 3.60060, 0.48252], [0.29189, 2.78049, 0.27354], [-0.48800, 2.98904, -0.65154], [-0.73383, 1.05359, 1.04288], [2.77660, 2.15376, 3.06398], [1.52424, 4.39061, -0.12829]],
  "forces_ev_per_a": [[0.8, 0.1, -0.4], [0.2, 0.3, -0.4], [0.1, -0.5, 0.7], [-0.2, 0.1, -0.2], [-0.7, 0.4, -0.2], [0.6, 0.0, -0.2], [-0.2, -0.5, 0.7], [-0.1, 0.6, 0.4], [-0.6, 0.3, -0.4], [0.6, 0.1, -0.2], [-0.1, -0.2, 0.3], [-0.3, -0.3, 0.7], [-0.4, 0.5, -0.6], [0.5, -0.2, 0.2], [0.8, 0.0, -0.2], [-0.5, -0.1, 0.3], [-0.6, 0.0, 0.0], [0.0, -0.2, 0.3], [0.3, 0.1, -0.1], [0.2, 0.0, -0.1], [0.3, 0.0, 0.0], [-0.2, 0.2, -0.2], [-0.1, 0.0, 0.2], [-0.2, 0.1, 0.0], [0.7, 0.0, -0.3], [-0.8, -0.8, 0.1], [0.6, -0.5, 0.7], [-0.4, 0.1, -0.5], [0.8, 0.7, 0.1], [0.1, 0.1, 0.0], [0.0, -0.5, 0.5], [-0.9, -0.5, -0.3], [-0.1, 0.5, -0.8], [-0.1, 0.0, 0.1], [0.0, 0.1, -0.1], [0.1, 0.0, 0.1]]
}



Record 3
{
  "formula": "C18H24F4O18",
  "method": "ωB97M-V/def2-TZVPD",
  "de_lowest_ev": 0.338,
  "smiles": "O=C1OC[C@@H](F)O1.O=C1OC[C@@H](F)O1.O=C1OC[C@@H](F)O1.O=C1OC[C@@H](F)O1.COC(=O)OC.COC(=O)OC",
  "elements": ["C", "C", "O", "C", "O", "O", "F", "H", "H", "H", "C", "C", "O", "C", "O", "O", "F", "H", "H", "H", "C", "C", "O", "C", "O", "O", "F", "H", "H", "H", "C", "C", "O", "C", "O", "O", "F", "H", "H", "H", "C", "O", "C", "O", "O", "C", "H", "H", "H", "H", "H", "H", "C", "O", "C", "O", "O", "C", "H", "H", "H", "H", "H", "H"],
  "xyz": [[-7.13085, 20.64177, 12.26885], [-6.99563, 21.97987, 12.91890], [-7.08140, 21.65745, 14.29314], [-6.64855, 20.37505, 14.44333], [-6.48230, 19.86013, 15.48637], [-6.49859, 19.78457, 13.22102], [-7.99594, 22.80813, 12.51321], [-6.66344, 20.55375, 11.28839], [-8.16118, 20.32442, 12.09216], [-6.03499, 22.45603, 12.71948], [-11.63660, 19.96284, 6.07226], [-12.08277, 21.41989, 6.02836], [-12.95082, 21.51165, 7.15461], [-12.72609, 20.50233, 8.01214], [-13.11806, 20.36073, 9.11757], [-11.91961, 19.57825, 7.40827], [-12.81443, 21.72610, 4.91381], [-10.56542, 19.94024, 5.86558], [-12.12306, 19.31538, 5.34448], [-11.28392, 22.16289, 6.10332], [-12.60977, 18.70656, 12.50196], [-11.63318, 18.24895, 11.42657], [-10.62279, 17.63573, 12.19122], [-10.73070, 18.07983, 13.47102], [-10.05909, 17.73051, 14.37332], [-11.70201, 19.02318, 13.54630], [-11.06330, 19.30409, 10.79308], [-13.32925, 17.94513, 12.81935], [-13.27366, 19.50676, 12.17533], [-12.08080, 17.58467, 10.69310], [-4.25835, 24.22603, 6.41073], [-3.73967, 24.77756, 5.07848], [-3.11591, 25.96725, 5.56424], [-3.69296, 26.35688, 6.70834], [-3.40846, 27.33628, 7.30572], [-4.59769, 25.41255, 7.08444], [-4.78150, 25.15803, 4.29879], [-3.53049, 23.66540, 6.99982], [-5.11445, 23.57685, 6.22289], [-3.10665, 24.12935, 4.48350], [-9.55816, 21.61322, 9.26904], [-8.88206, 22.79438, 8.86033], [-8.42339, 22.78304, 7.61788], [-8.63942, 21.94304, 6.78048], [-7.65099, 23.83184, 7.34355], [-7.25875, 24.72660, 8.38969], [-10.54985, 21.71553, 8.84445], [-9.58060, 21.47774, 10.35043], [-9.08609, 20.65725, 9.03062], [-8.02383, 25.18272, 9.01256], [-6.72663, 25.51723, 7.87674], [-6.53530, 24.19684, 9.01439], [-10.39000, 27.91258, 7.14896], [-11.30150, 27.27319, 8.01947], [-11.30975, 25.96076, 8.01673], [-10.56683, 25.20839, 7.45223], [-12.31980, 25.58007, 8.81677], [-12.34623, 24.23547, 9.24822], [-9.38435, 27.48624, 7.22232], [-10.31332, 28.97325, 7.35331], [-10.65646, 27.72758, 6.10553], [-13.35336, 24.00705, 9.58182], [-11.59644, 24.08180, 10.02697], [-12.11460, 23.52174, 8.45479]],
  "forces_ev_per_a": [[0.2, -0.9, -0.9], [-0.1, 0.0, -0.2], [0.0, 0.5, -0.4], [-0.5, -0.2, -0.2], [0.4, -0.3, 0.3], [-0.1, 0.2, 0.2], [0.1, 0.0, 0.5], [0.5, 0.1, 0.2], [-0.2, 0.2, 0.5], [-0.1, 0.2, 0.0], [0.8, 0.5, -0.4], [-0.7, 0.0, -0.3], [-0.1, 0.7, 0.3], [0.9, -1.2, -1.0], [-0.5, 0.5, 0.3], [-0.1, -0.1, 0.2], [0.1, -0.2, 0.3], [0.0, -0.2, 0.4], [-0.4, 0.2, 0.1], [-0.1, -0.1, 0.1], [-0.5, 0.2, -0.7], [-0.7, -0.3, 0.5], [-0.3, -0.5, -0.4], [0.2, 0.6, 0.3], [0.4, -0.1, 0.1], [-0.6, -0.1, 0.4], [0.1, 0.4, -0.3], [0.5, -0.5, 0.0], [0.7, 0.6, 0.1], [0.4, -0.2, -0.1], [-0.4, -0.9, -1.1], [-0.1, 0.4, 1.6], [0.7, -0.5, -1.6], [-0.1, -0.2, 0.5], [-0.3, 0.1, 0.0], [0.0, 0.4, 0.7], [-0.3, 0.0, -0.3], [0.3, 0.1, -0.3], [-0.2, 0.3, 0.3], [0.5, 0.3, 0.1], [-0.5, -0.8, 0.3], [0.8, -0.3, 0.9], [0.3, 0.2, -0.8], [-0.3, -0.1, 0.2], [-0.5, 0.1, 0.1], [0.9, 0.2, 0.1], [-0.3, -0.6, 0.2], [-0.3, 1.2, 0.1], [0.2, 0.4, -1.1], [-0.5, -0.5, -0.3], [0.0, 0.0, 0.0], [-0.1, 0.2, 0.2], [1.2, -0.6, -1.1], [-0.1, 1.0, 0.1], [-0.7, -0.9, 0.9], [0.5, 0.0, -0.4], [-0.1, 0.5, -0.1], [0.4, -0.9, -0.2], [-0.1, 0.0, 0.4], [-0.5, 0.0, 0.3], [-0.3, 0.2, 0.1], [0.0, 0.2, 0.2], [-0.2, 0.1, 0.2], [0.0, 0.3, -0.2]]
}



Ordered E_HOMO results: -7.41 -7.40 -11.27; unit eV.
Ordered E_LUMO results: -4.610 -3.559 0.154; unit eV.
Ordered M results: 876.50 366.27 604.36; unit g/mol.